Record 1
Below is an isolated ion of composition C5H8NO2 and charge +1, with properties calculated with ωB97M-V/def2-TZVPD.

Computed properties:
E_LUMO (alpha / beta)   -0.1823 / -0.1823 Ha
Total charge   +1
SMILES   COC1=C(C=O)[NH2+]C1

Last column: Mulliken charge in e.
Geometry (Å):
C1 1.253 -0.357 -0.983  -0.463
C2 0.191 0.291 0.427  0.537
C3 1.848 -1.667 -0.940  0.191
C4 -0.925 0.116 -0.558  -0.546
C5 -0.660 1.456 2.285  -0.643
N1 -0.091 -0.406 -1.670  -0.039
O1 1.425 -2.504 -1.717  -0.533
O2 0.377 0.817 1.535  -0.245
H1 2.722 -1.814 -0.302  0.378
H2 -1.673 -0.623 -0.244  0.345
H3 -1.448 1.047 -0.815  0.353
H4 -1.651 1.104 2.000  0.362
H5 -0.581 2.534 2.125  0.316
H6 -0.460 1.242 3.336  0.267
H7 -0.114 0.172 -2.516  0.332
H8 -0.215 -1.406 -1.962  0.388


Record 2
Below is C4H9AlF5NiO7P2S3 as an isolated structure, with properties calculated with ωB97M-V/def2-TZVPD.

Computed properties:
E_LUMO (alpha / beta)   -0.1660 / -0.2157 Ha
Spin multiplicity   3
Total charge   +1

Last column: Mulliken charge in e.
Geometry (Å):
C1 -3.770 -0.137 0.045  -0.877
P1 -2.483 -1.374 0.232  0.529
O1 -2.507 -2.268 -1.085  -0.415
Al1 -0.305 -0.370 0.310  -0.110
C2 -0.324 1.089 1.711  -0.889
S1 0.371 0.499 3.147  0.735
O2 -0.385 -0.577 3.705  -0.516
O3 1.735 0.215 2.742  -0.360
P2 1.152 -2.217 0.657  0.499
O4 2.734 -1.893 1.071  -0.403
O5 0.646 -3.015 1.954  -0.458
S2 1.078 -3.377 -0.886  -0.280
S3 -0.119 0.511 -1.827  1.104
O6 0.241 -0.570 -2.714  -0.588
O7 -1.357 1.215 -2.079  -0.642
C3 1.336 1.683 -1.883  0.557
F1 2.426 0.884 -1.902  -0.267
F2 1.388 2.389 -0.734  -0.272
C4 1.402 2.640 -3.132  0.635
F3 2.484 2.372 -3.858  -0.225
F4 0.310 2.517 -3.883  -0.219
F5 1.483 3.904 -2.694  -0.250
H1 -3.542 0.675 0.725  0.302
H2 -3.757 0.221 -0.981  0.321
H3 -4.747 -0.553 0.261  0.384
H4 -1.620 -2.551 -1.372  0.300
H5 0.195 1.993 1.408  0.453
H6 -1.337 1.398 1.968  0.471
H7 0.385 1.508 4.042  0.186
H8 3.185 -2.755 1.048  0.260
H9 0.072 -3.733 1.663  0.390
Ni1 3.630 -0.325 2.340  0.644


Record 3
Below is a 3-piece molecular cluster, C10H14BBrIN2O2 overall, with properties calculated with ωB97M-V/def2-TZVPD.

Computed properties:
E_LUMO   0.0918 Ha
Total charge   -1

Last column: Mulliken charge in e.
Geometry (Å):
Br1 -0.408 -3.730 1.749  -0.266
C1 -1.946 -3.267 0.558  0.019
C2 -3.126 -4.397 0.425  -0.252
O1 -3.247 -4.687 -1.040  -0.439
B1 -2.062 -4.219 -1.786  0.331
I1 -1.096 -6.110 -2.373  -0.316
O2 -1.373 -3.363 -0.793  -0.550
H1 -2.442 -2.207 0.602  0.290
H2 -4.171 -4.131 0.932  0.220
H3 -2.688 -5.281 1.097  0.200
H4 -2.263 -3.472 -2.671  -0.235
N1 -0.603 2.190 0.534  0.099
C3 -1.654 2.477 -0.297  -0.421
C4 -1.940 1.346 -1.028  -0.720
C5 -1.032 0.339 -0.620  -0.361
C6 -0.220 0.887 0.348  -0.884
H5 -0.176 2.838 1.184  0.216
H6 -2.107 3.460 -0.298  0.384
H7 -2.718 1.255 -1.774  0.397
H8 -0.977 -0.676 -0.991  0.728
H9 0.596 0.463 0.917  0.534
N2 2.751 2.340 0.117  0.113
C7 3.030 2.526 1.446  -0.257
C8 4.073 3.421 1.541  -0.594
C9 4.431 3.791 0.222  -0.359
C10 3.597 3.111 -0.636  -0.546
H10 2.032 1.729 -0.249  0.189
H11 2.466 2.007 2.209  0.353
H12 4.526 3.770 2.459  0.385
H13 5.214 4.480 -0.069  0.379
H14 3.534 3.109 -1.716  0.364


Record 4
Below is one molecule with the formula C6H14O, with properties calculated with ωB97M-V/def2-TZVPD.

Computed properties:
E_LUMO   0.0357 Ha
SMILES   CC(C)C[C@@H](C)O

Last column: Mulliken charge in e.
Geometry (Å):
C1 -1.920 -0.448 -1.266  -1.549
C2 -1.093 -0.358 0.021  0.962
C3 -1.928 0.130 1.199  -1.644
C4 0.143 0.553 -0.097  -1.222
C5 1.443 -0.226 -0.194  0.493
C6 2.636 0.697 -0.044  -1.413
O1 1.453 -1.180 0.871  -0.552
H1 -2.828 -1.042 -1.102  0.400
H2 -1.357 -0.946 -2.065  0.343
H3 -2.224 0.540 -1.634  0.351
H4 -0.752 -1.379 0.232  0.217
H5 -2.789 -0.520 1.372  0.428
H6 -2.276 1.147 0.979  0.348
H7 -1.343 0.170 2.128  0.375
H8 0.218 1.208 0.783  0.429
H9 0.067 1.240 -0.954  0.388
H10 1.449 -0.730 -1.176  0.192
H11 2.618 1.082 0.982  0.364
H12 2.609 1.548 -0.733  0.332
H13 3.566 0.142 -0.202  0.414
H14 2.309 -1.628 0.900  0.343


Record 5
Below is C32H18AgF3N4O5S as an isolated structure, with properties calculated with ωB97M-V/def2-TZVPD.

Computed properties:
E_LUMO   0.1501 Ha
Total charge   -2

Last column: Mulliken charge in e.
Geometry (Å):
Ag1 0.276 -0.947 -0.127  -0.137
O1 1.902 -0.998 7.053  -0.743
C1 0.932 -1.591 6.565  0.545
O2 -0.020 -2.145 7.126  -0.742
C2 0.905 -1.643 4.993  -0.750
C3 1.913 -1.056 4.240  -0.818
C4 1.873 -1.136 2.847  0.679
N1 0.850 -1.714 2.206  -0.015
C5 -0.156 -2.239 2.916  0.720
C6 -0.140 -2.252 4.311  -0.678
C7 -1.276 -2.773 2.132  0.358
C8 -2.462 -3.213 2.730  -0.659
C9 -3.495 -3.676 1.941  -0.414
C10 -3.319 -3.700 0.564  -0.764
C11 -2.119 -3.239 0.048  0.003
N2 -1.128 -2.779 0.796  0.037
C12 2.916 -0.553 1.994  0.371
C13 4.090 0.005 2.516  -0.723
C14 5.001 0.593 1.663  -0.412
C15 4.740 0.586 0.298  -0.886
C16 3.570 -0.015 -0.139  0.045
N3 2.678 -0.551 0.674  0.300
H1 2.699 -0.554 4.784  0.413
H2 -0.913 -2.714 4.907  0.466
H3 -2.580 -3.176 3.801  0.306
H4 -4.423 -4.009 2.389  0.402
H5 -4.092 -4.074 -0.094  0.388
H6 -1.950 -3.226 -1.019  0.526
H7 4.284 -0.020 3.576  0.329
H8 5.906 1.043 2.051  0.401
H9 5.434 1.019 -0.405  0.383
H10 3.349 -0.082 -1.195  0.350
F1 -5.208 6.651 -0.920  -0.273
C17 -3.984 6.877 -0.370  0.841
F2 -3.376 7.743 -1.205  -0.299
F3 -4.252 7.595 0.753  -0.276
C18 -3.223 5.624 -0.129  0.413
C19 -3.793 4.636 0.678  -0.694
C20 -3.156 3.429 0.842  -0.639
C21 -1.930 3.165 0.206  0.644
C22 -1.357 4.186 -0.573  -0.672
C23 -1.991 5.393 -0.742  -0.420
C24 -1.290 1.921 0.327  0.059
C25 -0.722 0.844 0.444  -1.025
H11 -4.741 4.829 1.164  0.339
H12 -3.598 2.659 1.454  0.454
H13 -0.414 3.993 -1.057  0.470
H14 -1.546 6.166 -1.353  0.401
O3 3.349 -2.702 -2.687  -0.757
C26 2.258 -2.199 -2.935  0.219
N4 1.316 -1.842 -2.069  -0.201
S1 -0.010 -1.261 -2.767  1.620
O4 -0.238 0.137 -2.498  -0.530
O5 -1.154 -2.131 -2.607  -0.746
C27 0.580 -1.379 -4.467  0.149
C28 0.040 -1.001 -5.674  -0.678
C29 0.819 -1.155 -6.814  -0.428
C30 2.099 -1.683 -6.725  -0.413
C31 2.630 -2.067 -5.504  -0.547
C32 1.855 -1.901 -4.367  0.055
H15 -0.959 -0.589 -5.721  0.444
H16 0.431 -0.854 -7.777  0.365
H17 2.686 -1.789 -7.629  0.358
H18 3.631 -2.462 -5.419  0.489


Record 6
Below is a 2-piece molecular cluster, C28H29N2O2 overall, with properties calculated with ωB97M-V/def2-TZVPD.

Computed properties:
E_LUMO   -0.1656 Ha
Total charge   +1

Last column: Mulliken charge in e.
Geometry (Å):
C1 -2.636 1.896 7.327  -0.822
O1 -2.455 0.606 6.709  -0.431
C2 -1.676 0.590 5.595  0.680
C3 -1.692 -0.601 4.832  -0.622
C4 -1.122 -0.598 3.581  -0.290
C5 -0.515 0.555 3.050  -0.047
C6 0.051 0.442 1.652  -0.147
C7 0.343 1.627 0.766  0.399
C8 1.226 1.434 -0.308  -0.795
C9 1.691 2.530 -1.028  -0.764
C10 1.208 3.806 -0.736  0.934
C11 1.768 5.004 -1.442  -1.427
C12 0.144 3.955 0.154  -0.699
C13 -0.296 2.868 0.911  -0.693
C14 -0.458 1.720 3.822  -0.562
C15 -0.992 1.735 5.106  -0.635
H1 -3.258 1.685 8.189  0.241
H2 -1.677 2.326 7.645  0.320
H3 -3.144 2.595 6.648  0.364
H4 -2.181 -1.487 5.239  0.418
H5 -1.151 -1.497 2.965  0.486
H6 0.930 -0.213 1.679  0.460
H7 1.574 0.429 -0.540  0.504
H8 2.446 2.393 -1.798  0.426
H9 1.556 5.926 -0.889  0.374
H10 2.854 4.936 -1.565  0.377
H11 1.337 5.115 -2.446  0.280
H12 -0.326 4.932 0.300  0.369
H13 -1.108 2.977 1.633  0.646
H14 0.011 2.627 3.445  0.620
H15 -0.953 2.651 5.706  0.309
H16 -0.700 -0.128 1.154  -0.186
C16 -1.996 -2.005 -0.758  -0.257
H17 -2.400 -1.874 0.248  0.333
C17 -2.123 -1.009 -1.728  -0.665
C18 -1.567 -1.231 -2.980  -0.011
N1 -0.901 -2.377 -3.241  0.226
C19 -0.284 -2.557 -4.588  -1.684
C20 1.118 -2.025 -4.570  1.089
C21 2.171 -2.866 -4.197  -0.281
C22 3.457 -2.339 -4.032  -0.695
C23 3.684 -0.976 -4.234  -0.551
C24 2.641 -0.148 -4.660  -0.556
C25 1.359 -0.676 -4.844  -0.395
C26 -0.514 -3.203 -2.221  -0.082
C27 -1.055 -3.034 -0.963  0.351
C28 -0.435 -3.818 0.148  0.282
N2 -1.011 -3.719 1.399  -0.338
O2 0.595 -4.461 -0.030  -0.629
H18 -2.615 -0.055 -1.525  0.454
H19 -1.678 -0.517 -3.808  0.356
H20 -0.265 -3.625 -4.815  0.498
H21 -0.896 -2.008 -5.305  0.531
H22 1.958 -3.924 -4.028  0.420
H23 4.266 -3.004 -3.733  0.403
H24 4.680 -0.559 -4.070  0.409
H25 2.815 0.911 -4.845  0.446
H26 0.528 -0.054 -5.189  0.335
H27 0.259 -3.937 -2.431  0.454
H28 -1.974 -3.437 1.530  0.233
H29 -0.617 -4.309 2.116  0.240


Record 7
Below is one molecule with the formula C4H5NO2, with properties calculated with ωB97M-V/def2-TZVPD.

Computed properties:
E_LUMO   -0.0280 Ha

Last column: Mulliken charge in e.
Geometry (Å):
C1 -0.211 -1.378 0.470  -0.617
C2 -1.143 -0.217 -0.009  0.946
C3 1.147 -0.800 0.352  -0.112
C4 0.989 0.682 -0.243  -0.578
N1 -0.431 1.026 -0.211  -0.304
O1 -1.175 0.760 0.966  -0.370
O2 -2.310 -0.477 -0.604  -0.533
H1 1.691 -0.675 1.345  0.346
H2 1.603 -1.251 -0.518  0.306
H3 1.546 1.356 0.399  0.261
H4 1.315 0.827 -1.258  0.321
H5 -3.022 0.146 -0.690  0.335


Record 8
Below is an isolated ion of composition C5H10NO2 and charge -1, with properties calculated with ωB97M-V/def2-TZVPD.

Computed properties:
E_LUMO   0.1381 Ha
Total charge   -1
SMILES   CN[C@H](C[O-])CC=O

Last column: Mulliken charge in e.
Geometry (Å):
C1 0.121 -0.848 -2.210  -0.904
N1 -0.836 -0.249 -1.270  -0.360
C2 -0.404 -0.260 0.133  -0.068
C3 0.766 0.693 0.407  -0.393
C4 1.549 0.298 1.631  0.097
O1 2.355 1.061 2.141  -0.616
C5 -1.474 0.210 1.247  -0.568
O2 -0.790 0.070 2.410  -0.817
H1 0.547 -1.748 -1.776  0.302
H2 0.881 -0.176 -2.624  0.285
H3 -0.465 -1.057 -3.111  0.324
H4 -1.201 0.650 -1.543  0.238
H5 -0.066 -1.291 0.302  0.213
H6 1.434 0.711 -0.484  0.241
H7 0.375 1.703 0.446  0.205
H8 1.342 -0.681 2.073  0.327
H9 -2.432 -0.357 1.182  0.290
H10 -1.702 1.274 1.046  0.203